(1)
The following is a quantum chemistry calculation of the molecule C6H9N, from the Open Molecules 2025 dataset.

E_HOMO (spin up / spin down)   -7.008 / -7.007 eV

Each line ends with the Mulliken charge.
Positions of all 16 atoms, in Å:
C  2.89  0.55  0.23  -0.760
C  2.02  -0.66  0.19  -0.324
C  0.91  -0.85  -0.46  0.154
C  -0.46  -0.89  -0.72  -0.399
N  -1.46  -0.65  0.21  -0.181
C  -2.60  0.16  -0.16  -0.471
C  -1.62  0.63  0.86  -0.295
H  3.61  0.44  -0.59  0.249
H  3.49  0.59  1.15  0.287
H  2.38  1.51  0.09  0.262
H  -0.82  -1.33  -1.64  0.328
H  0.64  -1.98  -0.69  0.154
H  -3.58  -0.21  0.15  0.243
H  -2.58  0.66  -1.13  0.273
H  -0.94  1.44  0.57  0.238
H  -1.87  0.59  1.92  0.242


(2)
The following is a quantum chemistry calculation of the molecule C6H9N, from the Open Molecules 2025 dataset.

E_HOMO   -9.287 eV
Structure (SMILES)   C[C@@H]1[C@H](C)[C@@H]1C#N

Each line ends with the Mulliken charge.
Positions of all 16 atoms, in Å:
C  1.79  -0.57  -0.01  -1.248
C  0.60  0.00  -0.87  -0.247
C  -0.73  0.82  -0.46  0.439
C  -0.72  1.37  0.95  -1.324
C  -1.10  -0.57  -0.73  -0.351
C  -1.19  -1.55  0.30  0.168
N  -1.09  -2.38  1.10  -0.504
H  1.82  -1.68  -0.03  0.326
H  2.72  -0.24  -0.50  0.367
H  1.90  -0.28  1.05  0.321
H  0.93  -0.20  -1.89  0.316
H  -1.18  1.51  -1.18  0.391
H  -0.47  0.58  1.66  0.292
H  0.08  2.12  0.94  0.310
H  -1.64  1.85  1.28  0.367
H  -1.73  -0.77  -1.62  0.376


(3)
The following is a quantum chemistry calculation of the molecule C6H9N, from the Open Molecules 2025 dataset.

E_HOMO   -8.457 eV
Structure (SMILES)   C=NC(C)=C=CC

Each line ends with the Mulliken charge.
Positions of all 16 atoms, in Å:
C  -1.81  2.01  -0.46  -0.279
N  -1.59  0.87  -0.89  -0.408
C  -0.85  -0.11  -0.01  0.378
C  -1.75  -0.78  1.05  -0.936
C  0.38  -0.47  -0.13  -0.098
C  1.52  -0.88  -0.45  -0.284
C  2.96  -0.35  -0.35  -0.942
H  -1.96  2.34  0.52  0.288
H  -2.33  2.73  -1.10  0.237
H  -1.11  -1.24  1.76  0.347
H  -2.44  -0.04  1.65  0.287
H  -2.24  -1.57  0.46  0.253
H  1.34  -1.84  -0.97  0.278
H  3.45  -0.16  0.63  0.301
H  2.99  0.59  -0.84  0.288
H  3.44  -1.11  -0.86  0.291


(4)
The following is a quantum chemistry calculation of the molecule C6H9N, from the Open Molecules 2025 dataset.

E_HOMO   -9.404 eV
Structure (SMILES)   CC(C)=C(C)C#N

Each line ends with the Mulliken charge.
Positions of all 16 atoms, in Å:
C  -1.66  -0.12  -0.04  -1.926
C  -0.31  0.42  -0.01  0.904
C  -0.02  1.93  0.02  -1.182
C  0.75  -0.40  -0.13  0.982
C  0.49  -1.85  -0.02  -1.522
C  2.13  0.10  -0.01  -0.118
N  3.24  0.37  -0.07  -0.458
H  -1.95  -0.05  0.93  0.437
H  -1.81  -1.11  -0.48  0.404
H  -2.29  0.48  -0.53  0.519
H  -0.45  2.52  -0.91  0.243
H  -0.49  2.28  0.83  0.375
H  1.08  2.21  0.26  0.300
H  -0.47  -2.07  0.54  0.329
H  1.26  -2.47  0.57  0.320
H  0.49  -2.24  -0.94  0.392


(5)
The following is a quantum chemistry calculation of the molecule C6H9N, from the Open Molecules 2025 dataset.

E_HOMO   -8.726 eV
Structure (SMILES)   CC1=CCC(C)=N1

Each line ends with the Mulliken charge.
Positions of all 16 atoms, in Å:
C  -2.49  -0.77  -0.18  -1.262
C  -1.16  -0.07  0.09  0.394
C  -0.79  1.02  0.74  -0.721
C  0.68  1.08  0.60  -0.218
C  0.99  -0.04  -0.33  0.519
C  2.39  -0.52  -0.59  -1.045
N  -0.08  -0.73  -0.50  -0.615
H  -3.14  -0.99  0.64  0.348
H  -2.40  -1.68  -0.62  0.405
H  -3.17  -0.15  -0.67  0.312
H  -1.37  1.71  1.21  0.515
H  0.90  2.14  0.20  0.261
H  1.33  0.91  1.50  0.257
H  2.86  -0.94  0.32  0.269
H  2.98  0.38  -0.99  0.296
H  2.46  -1.35  -1.41  0.287


(6)
The following is a quantum chemistry calculation of the molecule C6H9N, from the Open Molecules 2025 dataset.

E_HOMO   -8.657 eV

Each line ends with the Mulliken charge.
Positions of all 16 atoms, in Å:
C  0.78  -0.41  2.13  -1.093
C  0.57  -0.50  0.65  0.366
C  1.01  -0.70  -0.55  -0.590
C  0.08  0.13  -1.30  -0.004
C  -1.34  -0.46  -0.75  -0.650
C  -0.68  0.54  0.37  -0.467
H  1.39  0.70  2.23  0.214
H  1.54  -1.31  2.44  0.284
H  -0.08  -0.47  2.80  0.308
H  1.76  -1.44  -1.02  0.295
H  -0.01  0.03  -2.47  0.341
H  -1.99  0.14  -1.49  0.328
H  -1.59  -1.59  -0.64  0.237
H  -1.39  0.88  1.02  0.636
H  0.40  1.93  -0.68  0.229
N  -0.36  1.36  -0.78  -0.437


Maximum force for the records above, in order: 0.3, 2.6, 3.8, 5.2, 3.2, 9.2 eV/Å
Energy above the lowest of the compared OMol25 structures with the same formula, charge and spin for the records above, in order: 152.5, 54.0, 92.6, 50.8, 37.2, 134.9 kcal/mol
Electronic energy for the records above, in order: -7851.546, -7855.820, -7854.144, -7855.955, -7856.545, -7852.312 eV